Molecular formula: C8H13N
Method: DFT, the ωB97M-V functional and the def2-TZVPD basis

Positions of all 22 atoms, in Å:
1 C -2.02 0.70 1.43
2 C -0.51 0.85 0.92
3 C -0.62 1.20 -0.53
4 C 0.71 1.09 -1.52
5 C 1.33 -0.06 -1.90
6 C 1.13 -1.17 -1.10
7 C 0.19 -1.20 -0.06
8 N 0.12 -1.67 1.60
9 C 0.45 -0.34 1.14
10 H -2.22 0.94 2.73
11 H -2.55 1.69 1.19
12 H -2.59 -0.31 0.95
13 H -0.05 1.66 1.48
14 H -1.42 0.65 -1.10
15 H -0.98 2.24 -0.49
16 H 0.28 1.39 -2.48
17 H 1.59 2.03 -1.59
18 H 1.78 -0.13 -2.88
19 H 1.46 -2.08 -1.81
20 H -0.92 -1.13 -0.64
21 H -0.68 -1.71 2.10
22 H 1.55 0.01 1.06

Calculated values
Charge: 0
Spin multiplicity: 1
HOMO energy: -8.5 eV
Kohn-Sham gap: 9.3738 eV
Energy above the lowest of the compared OMol25 structures with the same formula, charge and spin: 7.707 eV